Here is 2 unconnected molecules or ions with the total composition C4H10N2O from OMol25. Energies are from ωB97M-V/def2-TZVPD.

Bonds (Å) are listed after each position.
CARTESIAN COORDINATES (ANGSTROEM)
1 N 1.5818 -0.4280 2.2583  C2 1.428, H5 1.012, H6 1.013
2 C 1.7950 -0.5441 0.8511  N1 1.428, C3 1.322, H7 1.089
3 C 1.7809 0.5044 0.0461  C2 1.322, N4 1.422, H8 1.088
4 N 1.8410 0.3744 -1.3690  C3 1.422, H9 1.010, H10 1.015
5 H 2.1528 -1.0895 2.7685  N1 1.012
6 H 0.6174 -0.6081 2.5090  N1 1.013
7 H 2.0142 -1.5397 0.4683  C2 1.089
8 H 1.6709 1.5181 0.4249  C3 1.088
9 H 2.1940 1.2096 -1.8144  N4 1.010
10 H 0.9329 0.1799 -1.7776  N4 1.015
11 C -2.0374 -0.7048 -0.0225  C12 1.324, H14 1.078, H15 1.082
12 C -2.5660 0.3625 -0.6001  C11 1.324, O13 1.371, H16 1.084
13 O -2.3444 0.6337 -1.9252  C12 1.371, H17 0.950
14 H -2.0765 -0.8209 1.0486  C11 1.078
15 H -1.4050 -1.3697 -0.5964  C11 1.082
16 H -3.1171 1.1102 -0.0411  C12 1.084
17 H -3.0346 1.2121 -2.2283  O13 0.950

Output
LUMO	0.75	eV
HOMO-LUMO gap	9.042	eV
energy above the lowest of the compared OMol25 structures with the same formula, charge and spin	285.3	kJ/mol
SMILES	N/C=C/N.C=CO
molecular weight	102.14	g mol⁻¹
E_HOMO	-8.29	eV
electronic energy	-9336.030	eV
max |F|	0.64	eV/Å

These are the natural (NBO) partial charges, in e, on atoms 1 to 8:
1 N -0.85
2 C -0.07
3 C -0.04
4 N -0.85
5 H 0.36
6 H 0.36
7 H 0.17
8 H 0.18

=====

Here is a single C4H10N2O molecule at a distorted geometry from OMol25. Energies are from ωB97M-V/def2-TZVPD.

Bonds (Å) are listed after each position.
CARTESIAN COORDINATES (ANGSTROEM)
1 C -2.4344 0.3411 0.6165  C2 1.525, H8 1.095, H9 1.078, H10 1.088
2 C -1.4130 -0.3696 -0.2659  C1 1.525, O3 1.200, N4 1.419
3 O -1.4415 -1.5540 -0.4562  C2 1.200
4 N -0.4022 0.4820 -0.7811  C2 1.419, C5 1.450, H11 1.007
5 C 0.6586 0.8728 0.1264  N4 1.450, C6 1.540, H12 1.084, H13 1.091
6 C 1.9325 0.0289 -0.0669  C5 1.540, N7 1.451, H14 1.099, H15 1.090
7 N 1.6433 -1.3581 -0.3804  C6 1.451, H16 1.006, H17 1.008
8 H -2.6611 1.2449 0.0420  C1 1.095
9 H -3.2629 -0.3125 0.8382  C1 1.078
10 H -1.9447 0.7302 1.5073  C1 1.088
11 H -0.1653 0.3575 -1.7516  N4 1.007
12 H 0.9729 1.8934 -0.0571  C5 1.084
13 H 0.2935 0.8209 1.1533  C5 1.091
14 H 2.4349 0.4590 -0.9443  C6 1.099
15 H 2.6065 0.1220 0.7844  C6 1.090
16 H 0.7591 -1.8147 -0.2358  N7 1.006
17 H 2.4239 -1.9438 -0.1288  N7 1.008

Output
LUMO	1.00	eV
HOMO-LUMO gap	9.638	eV
energy above the lowest of the compared OMol25 structures with the same formula, charge and spin	160.1	kJ/mol
SMILES	CC(=O)NCCN
molecular weight	102.14	g mol⁻¹
E_HOMO	-8.64	eV
electronic energy	-9337.328	eV
max |F|	1.49	eV/Å

These are the natural (NBO) partial charges, in e, on atoms 1 to 8:
1 C -0.72
2 C 0.72
3 O -0.56
4 N -0.71
5 C -0.21
6 C -0.22
7 N -0.89
8 H 0.24

=====

Here is a single C4H10N2O molecule at a distorted geometry from OMol25. Energies are from ωB97M-V/def2-TZVPD.

Bonds (Å) are listed after each position.
CARTESIAN COORDINATES (ANGSTROEM)
1 N -1.1297 0.4269 -2.2661  C2 1.487, H8 0.972, H9 1.014
2 C 0.0791 -0.2521 -1.7281  N1 1.487, C3 1.532, H10 1.072, H11 1.073
3 C 0.7417 0.2524 -0.4418  C2 1.532, C4 1.566, H12 1.084, H13 1.166
4 C 0.6129 -0.8030 0.7075  C3 1.566, C5 1.510, H14 1.111, H15 1.086
5 C -0.5475 -0.4896 1.6221  C4 1.510, N6 1.426, O7 1.191
6 N -0.1156 0.6014 2.4333  C5 1.426, H16 0.989, H17 0.959
7 O -1.6477 -0.9360 1.5341  C5 1.191
8 H -1.8869 0.3490 -1.6616  N1 0.972
9 H -0.9827 1.2976 -2.7652  N1 1.014
10 H -0.1301 -1.2648 -1.4455  C2 1.072
11 H 0.8368 -0.1357 -2.4788  C2 1.073
12 H 1.7617 0.4868 -0.7228  C3 1.084
13 H 0.2375 1.2616 -0.1461  C3 1.166
14 H 0.4402 -1.8337 0.3315  C4 1.111
15 H 1.4531 -0.7352 1.3927  C4 1.086
16 H -0.4651 0.7694 3.3428  N6 0.989
17 H 0.7423 1.0051 2.2920  N6 0.959

Output
LUMO	0.92	eV
HOMO-LUMO gap	9.827	eV
energy above the lowest of the compared OMol25 structures with the same formula, charge and spin	163.2	kJ/mol
SMILES	NCCCC(N)=O
molecular weight	102.14	g mol⁻¹
E_HOMO	-8.91	eV
electronic energy	-9337.296	eV
max |F|	3.49	eV/Å

These are the natural (NBO) partial charges, in e, on atoms 1 to 8:
1 N -0.86
2 C -0.22
3 C -0.42
4 C -0.52
5 C 0.70
6 N -0.86
7 O -0.57
8 H 0.37

=====

Here is 2 unconnected molecules or ions with the total composition C4H10N2O at a distorted geometry from OMol25. Energies are from ωB97M-V/def2-TZVPD.

Bonds (Å) are listed after each position.
CARTESIAN COORDINATES (ANGSTROEM)
1 C 0.8038 -0.1235 0.3711  C2 1.863, C3 1.391, O7 1.398, H8 1.082
2 C 0.8777 1.6357 -0.2386  C1 1.863, N5 1.391, O7 1.379, H9 1.087
3 C -0.5112 -0.4184 0.0260  C1 1.391, C4 1.492, H10 1.082
4 C -1.5559 -0.7229 1.0467  C3 1.492, H15 1.090, H16 1.090, H17 1.095
5 N 0.3853 2.3421 -1.3310  C2 1.391, H11 1.011, H12 1.010
6 N 0.6794 -2.1526 -0.2061  H13 1.020, H14 1.018
7 O 1.6280 0.5232 -0.5549  C1 1.398, C2 1.379
8 H 1.1999 -0.2665 1.3680  C1 1.082
9 H 1.2436 2.2530 0.5780  C2 1.087
10 H -0.8198 -0.2126 -0.9908  C3 1.082
11 H 0.0789 1.7624 -2.1003  N5 1.011
12 H -0.2807 3.0657 -1.1007  N5 1.010
13 H 0.7444 -2.9947 0.3661  N6 1.020
14 H 1.0184 -2.2854 -1.1565  N6 1.018
15 H -2.2048 -1.5245 0.6942  C4 1.090
16 H -1.1087 -1.0384 1.9895  C4 1.090
17 H -2.1784 0.1573 1.2390  C4 1.095

Output
LUMO (alpha / beta)	0.84 / 0.84	eV
HOMO-LUMO gap (alpha / beta)	7.378 / 7.379	eV
energy above the lowest of the compared OMol25 structures with the same formula, charge and spin	658.3	kJ/mol
molecular weight	102.14	g mol⁻¹
E_HOMO (alpha / beta)	-6.54 / -6.54	eV
electronic energy	-9332.164	eV
max |F|	3.10	eV/Å

These are the natural (NBO) partial charges, in e, on atoms 1 to 8:
1 C 0.15
2 C 0.21
3 C 0.05
4 C -0.66
5 N -0.83
6 N -1.14
7 O -0.51
8 H 0.21

=====

Here is 2 unconnected molecules or ions with the total composition C4H10N2O at a distorted geometry from OMol25. Energies are from ωB97M-V/def2-TZVPD.

Bonds (Å) are listed after each position.
CARTESIAN COORDINATES (ANGSTROEM)
1 C 2.4101 -0.4239 -0.9774  N2 1.460, H5 1.088, H6 1.088, H7 1.086
2 N 1.5766 -1.3982 -0.2799  C1 1.460, C3 1.349, H8 1.001
3 C 1.0451 -1.0658 0.9143  N2 1.349, O4 1.209, H9 1.104
4 O 1.2476 -0.0300 1.5044  C3 1.209
5 H 1.8139 0.2645 -1.5725  C1 1.088
6 H 3.1020 -0.9651 -1.6202  C1 1.088
7 H 2.9773 0.1448 -0.2466  C1 1.086
8 H 1.5037 -2.3400 -0.6110  N2 1.001
9 H 0.4000 -1.8703 1.3077  C3 1.104
10 C -1.5295 1.9652 -0.0600  C11 1.335, H13 1.084, H14 1.082
11 C -1.7433 0.8186 0.5896  C10 1.335, N12 1.403, H15 1.082
12 N -2.6214 -0.1817 0.1467  C11 1.403, H16 1.002, H17 1.004
13 H -1.9209 2.1895 -1.0452  C10 1.084
14 H -0.7840 2.6354 0.3472  C10 1.082
15 H -1.1154 0.6639 1.4567  C11 1.082
16 H -3.0896 0.0912 -0.6965  N12 1.002
17 H -3.2723 -0.4981 0.8426  N12 1.004

Output
LUMO	0.98	eV
HOMO-LUMO gap	9.279	eV
energy above the lowest of the compared OMol25 structures with the same formula, charge and spin	172.7	kJ/mol
SMILES	CNC=O.C=CN
molecular weight	102.14	g mol⁻¹
E_HOMO	-8.30	eV
electronic energy	-9337.198	eV
max |F|	1.08	eV/Å

These are the natural (NBO) partial charges, in e, on atoms 1 to 8:
1 C -0.42
2 N -0.61
3 C 0.53
4 O -0.62
5 H 0.20
6 H 0.20
7 H 0.22
8 H 0.40

=====

Here is a single C4H10N2O molecule at a distorted geometry from OMol25. Energies are from ωB97M-V/def2-TZVPD.

Bonds (Å) are listed after each position.
CARTESIAN COORDINATES (ANGSTROEM)
1 C -0.4419 0.9600 -1.8076  N2 1.494, H8 1.126, H9 1.111, H10 1.137
2 N 0.8235 0.8199 -1.0267  C1 1.494, C3 1.451, H11 0.974
3 C 1.1249 -0.5512 -0.6587  N2 1.451, C4 1.623, H12 1.083, H13 1.148
4 C -0.0283 -1.3621 0.1449  C3 1.623, O5 1.237, N6 1.430
5 O -0.6247 -2.3647 -0.2678  C4 1.237
6 N -0.5076 -0.9807 1.4373  C4 1.430, C7 1.423, H14 1.044
7 C -0.3100 0.3304 1.9545  N6 1.423, H15 1.143, H16 1.075, H17 1.113
8 H -1.3552 0.9384 -1.1496  C1 1.126
9 H -0.5419 0.1320 -2.5419  C1 1.111
10 H -0.4548 1.9922 -2.2840  C1 1.137
11 H 0.7181 1.3741 -0.2332  N2 0.974
12 H 1.3380 -1.0540 -1.5943  C3 1.083
13 H 2.1318 -0.7108 -0.1313  C3 1.148
14 H -1.1157 -1.7019 1.8839  N6 1.044
15 H 0.7677 0.6474 2.1669  C7 1.143
16 H -0.6696 1.0081 1.2018  C7 1.075
17 H -0.8542 0.5229 2.9059  C7 1.113

Output
LUMO	0.84	eV
HOMO-LUMO gap	9.824	eV
energy above the lowest of the compared OMol25 structures with the same formula, charge and spin	209.1	kJ/mol
SMILES	CNCC(=O)NC
molecular weight	102.14	g mol⁻¹
E_HOMO	-8.98	eV
electronic energy	-9336.821	eV
max |F|	2.67	eV/Å

These are the natural (NBO) partial charges, in e, on atoms 1 to 8:
1 C -0.43
2 N -0.61
3 C -0.32
4 C 0.66
5 O -0.61
6 N -0.66
7 C -0.42
8 H 0.17